1.
# C41H89N11O15

A cluster of 13 separate species, C41H89N11O15 in total in a non-equilibrium geometry (wB97M-V/def2-TZVPD, the OMol25 dataset).

## Properties
Total energy (eV): -91063.3829
Orbital gap (Ha): 0.3414
Max |F| (eV Å⁻¹): 4.61

The geometry in ORCA input format:
```
! RIJCOSX wB97M-V def2-TZVPD def2/J DEFGRID3
* xyz 0 1
O 0.265 0.347 -0.989
O -1.078 -2.444 3.083
O 2.754 -3.422 -5.625
O 2.615 3.409 -0.012
O 4.007 -1.169 1.026
O -3.639 -1.700 -3.581
O -1.285 4.850 1.771
O -2.091 -5.511 -1.377
O -1.749 1.281 -0.654
O 2.623 -4.106 -1.263
O -3.495 0.872 2.052
O -1.569 2.924 -5.986
O -3.390 2.732 4.911
O -0.848 -3.941 -0.455
O 1.534 3.610 4.686
N 2.795 1.769 4.560
N 6.073 -1.058 0.077
N -3.089 -3.104 2.109
N -4.209 2.555 0.626
N -4.362 0.309 -4.398
N 1.854 -5.433 0.391
N -0.981 0.729 -5.482
N 0.827 3.686 -1.316
N -2.196 0.738 4.970
N -0.710 5.621 3.851
N 4.379 -3.071 -4.037
C 2.762 0.312 4.798
C 4.654 -2.270 -2.862
C 1.527 3.922 -0.201
C 1.011 -6.554 0.752
C 3.697 2.178 3.518
C -2.373 2.083 4.845
C -2.857 -4.511 2.242
C -4.425 1.764 -4.163
C 2.046 -4.470 1.405
C 5.262 -4.214 -4.365
C -5.422 1.844 0.394
C 1.436 0.222 -0.133
C 1.864 2.504 5.061
C -1.232 -3.672 -2.784
C -1.174 1.010 -4.075
C -4.923 -0.237 -5.606
C -0.447 4.333 -1.592
C 5.057 -1.648 0.725
C -1.434 4.937 3.015
C -0.643 1.026 -0.255
C -4.326 -2.661 1.490
C -1.493 -4.473 -1.487
C 6.088 0.393 -0.144
C -0.475 -2.623 -0.802
C 0.819 0.114 1.290
C 0.586 6.211 3.423
C 7.290 -1.805 -0.257
C 3.210 -2.880 -4.693
C -0.374 -0.477 -5.834
C -1.190 1.778 -6.338
C -3.374 -0.098 5.171
C -1.107 5.678 5.275
C -0.190 -2.697 -2.234
C -3.333 2.007 1.517
C -0.794 0.147 4.922
C -3.931 3.823 0.017
C -2.185 -2.191 2.562
C -3.907 -0.508 -3.415
C 1.526 3.222 -2.551
C 2.090 -5.144 -0.902
C -0.227 1.211 1.214
H -0.311 -1.646 -2.755
H -0.145 1.222 -3.644
H 7.256 -1.956 -1.340
H 1.044 -4.235 1.759
H -0.973 6.654 5.676
H -4.630 -3.279 0.629
H -5.479 1.986 -4.011
H -0.409 5.100 5.937
H -2.097 -4.768 2.967
H 0.230 2.212 1.410
H 0.510 -6.322 1.709
H -1.079 1.028 1.900
H 1.330 5.944 4.221
H 6.242 0.506 -1.219
H -2.444 -1.139 2.458
H -4.273 0.099 -6.404
H -0.903 -4.387 -3.509
H -5.810 2.165 -0.615
H 2.536 3.645 -2.528
H -0.289 5.237 -2.252
H 0.492 7.297 3.364
H -2.385 4.635 3.465
H -5.247 0.795 0.525
H -2.614 -5.036 1.315
H 4.157 -1.303 -2.889
H 2.136 1.105 -0.128
H 2.375 0.124 5.831
H 0.989 3.627 -3.406
H 2.693 -1.994 -4.273
H -3.976 -0.026 6.031
H 1.665 -5.877 -1.563
H 5.736 -2.116 -2.769
H 6.313 -3.974 -4.168
H 0.222 -6.676 0.010
H -5.176 -2.773 2.233
H -0.841 -0.805 4.442
H 4.942 -5.186 -3.954
H -0.948 3.555 -2.141
H -1.469 0.046 -3.683
H -2.964 4.233 0.407
H -0.401 0.138 5.930
H -2.407 2.563 1.686
H -1.115 -1.311 -5.808
H 4.091 3.159 3.698
H 0.843 5.826 2.402
H -1.301 -1.912 -0.575
H 5.100 -4.408 -5.470
H 0.479 -0.719 -5.170
H 2.531 -3.536 1.014
H 7.347 -2.692 0.433
H -0.949 4.579 -0.673
H -0.035 -0.332 -6.843
H 2.154 -0.232 4.081
H 1.912 -0.650 -0.571
H -5.959 0.194 -5.807
H 4.273 -2.821 -1.974
H 1.701 0.282 1.921
H -2.115 5.311 5.267
H 3.211 2.191 2.566
H 1.471 -7.501 0.761
H 0.401 -2.292 -0.238
H 4.527 1.480 3.523
H 1.038 4.507 0.568
H 5.164 0.830 0.227
H -3.882 3.678 -1.043
H -4.021 0.093 4.306
H -4.770 -1.345 -5.608
H 6.923 0.897 0.342
H 0.269 -0.804 1.531
H -2.151 -3.209 -3.128
H -4.266 -1.581 1.173
H 8.180 -1.159 -0.033
H -3.847 -0.024 -2.426
H -4.760 4.505 0.242
H 3.728 -0.166 4.751
H 2.621 -4.895 2.284
H -0.144 0.801 4.399
H 1.629 2.141 -2.593
H -3.061 -1.113 5.076
H -6.245 2.191 1.063
H -3.751 2.095 -3.364
H 1.252 1.871 5.754
H -4.117 2.310 -5.077
H -1.064 1.582 -7.447
H -1.403 2.631 4.784
H -1.935 1.740 -3.835
H -3.804 -4.930 2.495
H 5.293 -2.716 0.940
H 0.833 -3.032 -2.444
*
```

2.
# C41H91BrNO14S2

A cluster of 7 separate species, C41H91BrNO14S2 in total in a non-equilibrium geometry (wB97M-V/def2-TZVPD, the OMol25 dataset).

## Properties
Total energy (eV): -165851.5777
Orbital gap (Ha): 0.1605
Max |F| (eV Å⁻¹): 1.56

The geometry in ORCA input format:
```
! RIJCOSX wB97M-V def2-TZVPD def2/J DEFGRID3
* xyz -1 1
Br 3.496 -1.007 -2.706
S 2.220 4.672 -2.311
S 0.979 7.285 -1.801
O -3.877 8.811 0.819
O -4.896 0.326 2.547
O 3.804 4.904 1.503
O -1.358 7.664 1.833
O 4.822 -3.442 5.820
O -5.697 -1.691 4.520
O -3.232 -8.804 2.032
O 4.939 -6.005 0.402
O -1.266 -6.618 2.047
O -2.561 3.138 -2.029
O 0.307 -0.806 -9.412
O 0.738 0.794 -6.974
O 2.520 -4.930 -0.843
O 4.240 -3.217 2.944
N 1.421 5.641 0.175
C -0.628 0.662 -6.650
C 2.138 6.628 1.007
C -5.140 0.597 3.915
C 4.356 -7.290 0.379
C -0.664 1.303 0.370
C 2.418 1.421 -3.582
C 1.548 -0.668 -8.727
C -1.869 6.356 1.669
C 3.801 -4.319 -0.936
C -5.116 -2.683 3.692
C 1.352 2.509 -3.710
C 5.561 -3.649 2.650
C -0.301 -7.501 2.584
C -0.108 0.379 -10.056
C 1.594 4.275 0.681
C -6.063 0.052 1.799
C -2.115 1.285 0.884
C -1.912 -7.113 0.886
C 1.174 -0.101 -0.736
C -2.609 9.447 0.757
C -3.142 2.093 -1.270
C -1.472 8.457 0.660
C -4.400 8.720 2.127
C -3.287 -7.659 1.196
C 3.036 3.858 0.913
C -4.831 -0.600 4.786
C 3.549 -4.062 3.840
C -2.618 2.936 -3.431
C 1.857 0.016 -3.341
C 4.908 -5.343 -0.862
C 0.816 -0.074 -2.233
C 3.527 -3.501 5.244
C 1.119 3.217 -2.357
C 5.409 -2.156 5.759
C 1.947 -4.799 0.442
C 1.476 5.852 -1.193
C 3.029 5.949 2.033
C -0.098 -0.085 0.113
C -2.943 2.381 0.222
C -3.505 -8.525 3.391
C 1.373 -0.443 -7.243
H -2.925 -7.673 3.752
H -2.162 1.394 1.968
H 2.127 0.154 -9.161
H -2.013 -6.278 0.186
H -0.847 -0.645 -0.460
H -0.049 1.242 -9.388
H 5.013 -8.011 -0.122
H 0.273 -1.016 -2.390
H 4.805 -6.077 -1.667
H 1.402 2.531 -1.558
H -0.689 -8.516 2.696
H -2.604 10.078 -0.137
H -1.194 5.760 1.045
H -0.533 9.004 0.546
H -2.467 10.094 1.630
H 2.516 -4.148 3.484
H -2.423 3.333 0.287
H -3.900 -6.879 1.658
H 2.652 -5.082 1.229
H 1.640 3.275 -4.430
H 3.153 1.756 -2.828
H -1.063 1.662 -6.664
H 1.710 -1.023 -0.515
H 0.038 -0.601 1.067
H -5.916 -3.352 3.379
H 0.075 0.722 -2.384
H -3.768 -7.958 0.260
H 3.385 -7.281 -0.122
H 0.081 3.508 -2.189
H -0.637 1.887 -0.553
H 0.391 2.110 -4.038
H -4.741 9.700 2.482
H -3.360 3.606 -3.870
H -1.158 0.034 -7.373
H 0.592 -7.525 1.950
H 3.854 -3.795 -1.893
H -4.964 -0.319 5.835
H -3.663 8.322 2.829
H -6.638 0.969 1.624
H -2.658 1.145 -1.532
H 3.037 2.976 1.562
H -1.301 -7.884 0.407
H -1.641 3.165 -3.852
H 0.816 -1.267 -6.789
H -5.254 8.045 2.090
H 0.498 0.574 -10.949
H 2.107 -1.596 -8.881
H -1.932 5.902 2.657
H -6.177 0.915 4.065
H 6.122 -3.881 3.560
H -3.914 2.464 0.712
H -3.233 -9.409 3.966
H -1.589 7.822 -0.221
H 1.419 7.243 1.558
H 4.930 -1.475 6.472
H -2.563 0.314 0.655
H -4.649 -2.247 2.807
H -4.206 2.004 -1.521
H -5.744 -0.348 0.838
H 5.537 -4.525 1.998
H 5.341 -1.730 4.755
H 2.438 5.611 2.893
H -2.888 1.907 -3.671
H 2.702 7.306 0.370
H -2.863 6.363 1.214
H -0.021 -7.119 3.565
H 6.058 -2.830 2.129
H 2.356 -0.414 -6.765
H -0.743 0.239 -5.645
H 3.069 -2.506 5.235
H 3.532 3.574 -0.013
H 3.990 -5.065 3.843
H 2.975 1.371 -4.522
H 1.061 4.235 1.634
H 1.078 -5.458 0.487
H 6.458 -2.265 6.028
H -3.787 -0.899 4.644
H 3.920 -3.572 -0.146
H 4.219 -7.605 1.414
H 3.729 6.694 2.412
H -6.701 -0.682 2.298
H 1.614 -3.770 0.614
H -1.145 0.238 -10.362
H 1.847 0.715 -0.451
H -0.044 1.796 1.125
H 1.084 3.574 0.028
H 2.916 -4.150 5.879
H -4.572 -8.323 3.542
H -4.368 -3.262 4.243
H -4.485 1.423 4.209
H 5.867 -4.832 -0.990
*
```

3.
# C41H92BN9O14P

A cluster of 10 separate species, C41H92BN9O14P in total in a non-equilibrium geometry (wB97M-V/def2-TZVPD, the OMol25 dataset).

## Properties
Total energy (eV): -96052.0145
Orbital gap (Ha): 0.1825
Max |F| (eV Å⁻¹): 1.13

The geometry in ORCA input format:
```
! RIJCOSX wB97M-V def2-TZVPD def2/J DEFGRID3
* xyz -1 1
P -2.090 -0.861 1.770
O -5.282 -0.629 3.629
O 3.266 2.270 -0.635
O -1.238 3.738 1.644
O -2.516 -3.214 -2.982
O 5.291 3.111 -0.868
O -5.093 -6.940 -6.505
O 6.402 8.652 2.125
O 7.084 6.031 -3.540
O 6.131 -1.462 -0.371
O -1.368 -5.202 -1.413
O -0.097 -3.164 1.202
O 3.340 -4.547 -4.570
O -3.341 -1.334 -2.140
O -6.926 2.235 6.149
N 2.914 -2.517 -3.651
N 8.149 -1.492 -1.412
N -5.693 -4.887 -5.735
N -7.102 2.792 3.955
N -6.150 -1.634 5.463
N -2.228 5.562 2.555
N 6.663 4.150 -4.746
N 5.774 7.169 0.522
N -2.298 -7.062 -0.535
C -6.548 -3.728 -5.868
C 6.642 7.775 -0.475
C 0.758 -4.188 1.633
C -3.673 1.296 0.925
C 5.119 1.317 0.664
C 7.319 5.292 -4.479
C -2.056 4.628 1.590
C -3.224 6.602 2.453
C 4.968 6.020 0.144
C -2.391 -2.058 -2.250
C -7.373 2.366 2.595
C -7.162 1.939 4.989
C -7.042 -2.626 6.016
C 4.126 -2.556 -2.851
C 4.566 2.303 -0.331
C -1.257 -6.285 -0.875
C -6.735 4.171 4.213
C 1.800 0.787 0.715
C -5.966 -1.493 4.132
C 7.627 -0.821 -2.591
C 2.043 -1.360 -3.550
C -1.553 -1.374 3.487
C 2.315 2.208 0.470
C -1.377 5.494 3.730
C -5.425 -0.740 6.358
C -2.125 -8.341 0.116
C 0.577 -1.901 1.017
C 2.636 -3.560 -4.450
C -2.082 -2.779 3.867
C 7.312 -1.744 -0.386
C -1.022 -1.857 -1.660
C -4.708 -4.911 -4.660
C 9.548 -1.857 -1.367
C 6.995 3.328 -5.888
C -3.638 -6.579 -0.833
C -2.766 0.836 2.077
C -0.805 -0.532 -0.924
C -5.779 -5.936 -6.569
C 0.329 0.744 1.125
C 5.747 7.691 1.757
C 5.583 3.730 -3.857
B -0.446 -0.669 0.675
H -2.015 1.618 2.211
H -2.618 -8.344 1.091
H -0.190 1.578 0.647
H 0.216 0.872 2.205
H -5.714 -0.948 7.385
H -3.818 -5.628 -0.331
H 1.481 2.837 0.177
H 4.807 4.494 -3.833
H 6.551 7.232 -1.413
H -0.328 5.582 3.445
H -6.537 -2.226 3.533
H 1.691 -3.438 -5.006
H 0.471 -5.127 1.155
H -3.372 0.836 2.983
H -4.349 -0.882 6.241
H -7.437 0.916 4.685
H -2.750 4.749 0.739
H -1.948 -3.876 -2.551
H -3.705 -5.003 -5.073
H -4.325 2.112 1.254
H 5.057 7.157 2.433
H -0.822 -2.722 -1.022
H 1.183 -1.492 -4.204
H -2.669 -2.754 4.786
H 9.769 -2.342 -0.419
H -0.009 0.040 -1.415
H -1.708 0.071 -1.034
H 4.104 -3.408 -2.172
H 1.310 -2.023 0.205
H -2.701 -3.152 3.052
H -2.757 7.591 2.476
H -4.890 -5.767 -4.008
H 2.576 -0.454 -3.847
H 6.135 3.230 -6.554
H 9.791 -2.549 -2.177
H 7.300 2.329 -5.566
H 7.219 0.155 -2.325
H -0.334 -1.949 -2.507
H 1.953 0.236 -0.216
H -1.264 -3.489 3.981
H 5.948 3.592 -2.843
H -7.447 4.635 4.898
H -6.496 2.519 1.965
H -4.365 -7.314 -0.496
H -3.089 1.654 0.079
H 4.207 -1.642 -2.270
H -7.143 -3.585 -4.963
H -5.746 4.220 4.672
H 8.431 -0.691 -3.311
H -3.750 -6.421 -1.906
H -7.614 1.306 2.588
H -7.222 -3.865 -6.712
H -5.659 0.289 6.106
H 5.601 5.204 -0.194
H 4.380 5.685 0.997
H -6.499 -3.317 6.667
H 2.407 0.339 1.502
H 6.035 0.948 0.216
H -5.952 -2.829 -6.035
H 4.463 0.477 0.849
H -7.835 -2.150 6.599
H 7.679 7.744 -0.140
H 5.000 -2.662 -3.496
H -0.463 -1.421 3.522
H -1.064 -8.536 0.263
H -4.767 -3.993 -4.084
H -1.638 6.303 4.408
H -2.547 -9.142 -0.494
H 1.686 -1.234 -2.526
H -0.278 -6.711 -0.604
H 8.115 5.512 -5.213
H 6.370 8.821 -0.626
H 2.783 2.618 1.365
H 4.290 6.291 -0.667
H 1.120 -1.692 1.949
H -3.939 6.537 3.277
H -4.302 0.466 0.607
H -1.879 -0.632 4.214
H 0.685 -4.309 2.720
H -1.506 4.537 4.237
H 5.162 2.796 -4.222
H -8.214 2.927 2.180
H 10.180 -0.972 -1.462
H -6.556 -5.805 -7.344
H 7.815 3.781 -6.442
H -6.725 4.718 3.274
H 6.829 -1.408 -3.043
H -3.765 6.496 1.515
H 7.813 -2.229 0.470
H 5.364 1.851 1.580
H 1.794 -3.971 1.362
H -7.498 -3.197 5.209
*
```